This record from OMol25 describes a cluster of 10 separate species, C72H57BrNO20PS in total at a distorted geometry. The level of theory is ωB97M-V with the def2-TZVPD basis set.

Properties
structure (SMILES) = [H]/N=C/Cc1c(C[C@H](C)Br)cc2c(c1P(C)CC)C(=O)C(S)=CC2=O.O=C1C=CC(=O)C=C1.O=C1C=CC(=O)C=C1.O=C1C=CC(=O)C=C1.O=C1C=CC(=O)C=C1.O=C1C=CC(=O)C=C1.O=C1C=CC(=O)C=C1.O=C1C=CC(=O)C=C1.O=C1C=CC(=O)C=C1.O=C1C=CC(=O)C=C1
orbital gap = 6.148 eV
HOMO level = -7.96 eV

Geometry as XYZ:
```
153
C72H57BrNO20PS | OMol25 | ωB97M-V with the def2-TZVPD basis set
Br 3.121 -0.355 1.397
S -4.402 -8.113 1.302
P 1.287 -8.299 1.140
O -9.558 12.152 1.017
O -8.781 1.576 -3.068
O 7.247 -0.026 -1.149
O -6.767 5.208 -1.532
O 5.924 -3.958 0.942
O 10.224 -1.668 3.021
O -2.604 9.351 -3.450
O -5.639 8.758 -0.070
O -5.498 0.347 6.218
O 4.140 -1.357 -5.229
O -9.709 6.009 2.801
O 17.017 -2.334 0.013
O -2.883 1.824 0.537
O -2.995 -3.542 -0.578
O -4.850 4.305 2.755
O 11.738 -2.746 -0.127
O -5.099 4.882 -4.813
O -1.587 -8.553 0.383
O 0.748 0.246 -2.982
O -3.503 2.034 -2.967
N 4.900 -6.938 -0.683
C -6.829 2.275 -4.180
C 13.725 -3.120 1.075
C -8.660 11.375 0.767
C -0.081 1.986 -1.633
C -5.455 1.332 -1.858
C 3.062 -8.565 1.659
C -2.048 0.085 -0.812
C -8.927 9.934 0.559
C 15.031 -1.960 -1.190
C -3.209 -6.873 0.718
C 2.822 -2.329 1.411
C 13.704 -2.062 -1.223
C -2.049 1.463 -0.271
C -7.570 1.681 -3.047
C 0.338 -8.617 2.763
C 15.808 -2.429 -0.020
C 9.352 -3.180 1.442
C 3.743 -6.385 -0.589
C -4.714 1.927 -2.995
C -5.502 2.388 -4.157
C 1.248 -4.016 0.176
C -4.997 3.396 3.548
C -9.660 5.502 0.504
C 15.053 -3.017 1.110
C -3.148 7.828 -5.158
C -6.819 5.714 0.763
C -7.559 5.917 1.852
C -0.994 2.384 -0.749
C 6.292 -1.393 -4.280
C -4.523 5.908 -4.506
C -7.255 11.832 0.660
C -3.176 8.327 -3.763
C 12.950 -2.651 -0.094
C 8.271 -3.756 0.918
C -6.537 9.538 0.180
C 9.240 -2.196 2.543
C 3.111 -10.026 2.336
C 6.534 -0.331 -2.084
C -3.773 6.704 -5.504
C -6.781 1.218 -1.883
C -6.269 10.979 0.388
C -4.551 6.403 -3.114
C 1.898 -2.670 2.637
C 6.917 -3.437 1.416
C -1.724 -7.355 0.525
C -0.085 0.610 -2.175
C 3.270 -5.567 0.681
C 6.804 -2.457 2.515
C -9.035 5.826 1.808
C 7.073 -1.060 -3.254
C -3.926 7.528 -2.767
C -1.134 -0.307 -1.696
C -5.736 2.642 5.761
C -2.619 -4.583 -0.066
C -0.216 -3.756 -0.007
C 1.731 -5.385 0.532
C -4.775 1.012 4.081
C -5.349 1.253 5.423
C -0.622 -6.286 0.468
C -8.920 5.299 -0.586
C 2.186 -2.769 -0.002
C -1.100 -4.910 0.144
C -3.642 -5.607 0.443
C 0.836 -6.555 0.701
C 7.881 -1.878 3.041
C 4.851 -1.050 -4.294
C 4.312 -0.320 -3.123
C 5.094 0.013 -2.098
C -7.940 9.082 0.287
C -4.610 2.006 3.209
C -5.572 3.637 4.892
C -7.443 5.390 -0.538
H 3.906 -10.638 1.831
H 3.043 -6.443 -1.470
H -5.848 4.658 5.123
H 10.352 -3.399 1.092
H -7.340 0.786 -1.061
H -5.104 5.797 -2.400
H -3.763 6.324 -6.518
H -9.359 5.060 -1.547
H 6.668 -1.926 -5.144
H -4.499 -0.010 3.850
H -1.006 3.387 -0.341
H 3.331 -7.859 2.486
H 13.119 -1.724 -2.069
H 7.815 -1.157 3.846
H -4.862 1.000 -1.015
H -10.741 5.440 0.488
H 3.066 -3.066 -0.637
H 3.814 -2.804 1.593
H -1.116 -1.311 -2.104
H -3.936 7.906 -1.752
H 5.800 -2.242 2.860
H -0.636 -8.080 2.795
H -7.423 2.610 -5.021
H -4.948 2.818 -4.975
H 4.718 0.546 -1.234
H -4.190 1.848 2.224
H -2.825 -0.578 -0.450
H -7.118 6.155 2.812
H 13.157 -3.546 1.893
H -0.567 -2.730 -0.240
H 3.599 -6.039 1.638
H -8.116 8.027 0.133
H -9.960 9.616 0.640
H 15.637 -3.355 1.956
H 2.354 -2.224 3.556
H 8.128 -1.304 -3.227
H 1.784 -3.768 2.815
H 0.253 -9.715 2.953
H -2.595 8.425 -5.873
H 0.700 2.644 -1.992
H 3.861 -4.599 0.614
H 2.159 -10.595 2.212
H 0.904 -2.160 2.500
H 1.603 -1.930 -0.466
H 0.973 -8.158 3.577
H 15.599 -1.533 -2.007
H -7.079 12.889 0.815
H 3.415 -9.927 3.404
H 3.805 -8.598 0.833
H -4.716 -5.327 0.564
H -5.237 11.295 0.307
H 3.256 -0.076 -3.150
H 8.332 -4.476 0.111
H -5.262 -7.488 2.168
H -6.155 2.799 6.747
H 4.916 -7.357 -1.625
H -5.738 5.775 0.780
```



This record from OMol25 describes a cluster of 9 separate species, C73H153F6N6O7S in total at a distorted geometry. The level of theory is ωB97M-V with the def2-TZVPD basis set.

Properties
orbital gap = 4.478 eV
HOMO level = -9.97 eV
total charge = +3

Geometry as XYZ:
```
246
C73H153F6N6O7S | OMol25 | ωB97M-V with the def2-TZVPD basis set
S -4.670 0.340 3.455
F 3.358 5.198 5.155
F 5.483 5.521 5.533
F 4.846 5.239 3.518
F -2.596 -1.208 3.507
F -2.017 0.813 2.629
F -2.324 0.530 4.761
O -4.728 1.780 3.379
O 0.594 -1.796 -1.223
O -5.134 -0.279 2.221
O 4.219 2.566 3.779
O 2.184 -0.530 -0.294
O 5.889 2.515 5.350
O -5.110 -0.207 4.777
N 2.506 -5.502 -0.652
N 7.124 0.572 1.583
N -7.404 2.789 0.276
N 0.137 -0.493 -4.841
N -0.455 6.365 -0.348
N -4.349 -4.170 0.830
C -1.903 -4.951 -3.849
C 1.037 -0.925 -0.447
C 4.707 3.169 4.958
C 4.933 -4.773 -1.274
C -2.794 -4.399 0.924
C -0.416 -1.865 -5.230
C -1.247 8.687 -0.021
C -9.650 2.832 1.433
C -8.180 2.227 1.444
C -5.243 -3.854 4.611
C -0.859 -4.223 -4.695
C -1.391 1.190 -5.846
C 5.231 -0.940 1.572
C -4.832 -4.598 3.328
C -1.556 4.279 0.823
C -0.747 0.255 -3.785
C -7.055 4.317 0.537
C -9.880 2.929 -0.101
C -2.280 3.990 2.145
C 1.757 4.944 0.087
C 6.930 4.501 0.866
C -1.662 6.534 -1.285
C 9.633 1.305 1.945
C 2.764 2.648 3.606
C -2.205 -2.986 0.749
C -1.012 5.786 0.983
C 6.284 -0.316 0.639
C 4.587 4.752 4.791
C 2.212 -7.838 -1.371
C 4.144 -0.542 -4.681
C 0.011 0.559 -5.984
C -2.313 7.976 -0.852
C -5.370 -5.835 -1.001
C -0.020 7.863 -0.286
C 7.098 3.015 0.607
C 12.190 1.504 2.694
C -0.035 -0.141 0.294
C -6.209 4.687 1.714
C 8.588 0.529 1.075
C 2.397 2.007 2.312
C 1.418 -4.683 1.713
C 0.434 -3.058 3.492
C 2.753 -0.912 -5.176
C 5.872 -4.160 -2.383
C 0.676 5.475 -0.868
C 11.103 0.938 1.632
C -4.878 -3.650 2.153
C -5.548 -7.385 -1.127
C -0.430 -2.946 -4.138
C -3.292 1.448 -0.879
C 6.677 2.021 1.732
C -4.461 1.056 -1.747
C 3.024 4.366 -0.553
C 7.113 -0.261 2.936
C 2.637 3.170 -1.442
C 5.658 -0.597 3.022
C 1.738 -3.701 2.819
C -2.753 0.123 3.586
C -5.091 -5.538 0.452
C -6.080 2.040 -0.040
C 1.173 -5.590 -1.363
C -5.874 6.120 1.957
C -8.585 2.631 -0.753
C -5.546 -7.801 -2.586
C -4.369 -3.056 -0.251
C 3.441 -4.815 -1.714
C 2.796 -6.983 -0.286
C 2.497 -4.599 0.611
C -3.177 -2.156 -0.107
C -5.558 2.082 -1.463
C 1.189 -6.926 -2.139
C -1.986 0.639 -4.588
C 1.594 -0.458 -4.280
H 3.017 -3.836 -1.938
H 1.432 -5.713 2.067
H -6.456 -7.874 -0.773
H -6.389 1.004 0.100
H -2.783 -2.068 -1.119
H 6.626 4.984 -0.063
H 0.526 8.140 -1.188
H 3.429 -5.401 -2.634
H 7.662 -1.201 2.886
H -2.000 -2.460 1.682
H -1.548 3.914 2.949
H -3.861 -5.024 3.578
H -4.291 -6.166 0.843
H 8.158 2.919 0.373
H 2.290 -4.244 3.587
H -0.213 6.018 1.687
H -5.279 -2.456 -0.258
H -2.548 -4.945 0.013
H -5.237 6.266 2.829
H -6.675 4.404 2.658
H 12.438 2.563 2.625
H 5.763 -4.645 -3.354
H 2.955 2.369 1.449
H -4.392 -3.425 5.141
H 0.716 1.376 -5.830
H 5.050 -4.264 -0.316
H -1.364 6.406 -2.326
H 7.041 2.303 2.720
H -1.260 2.266 -5.728
H -4.314 -2.758 2.426
H -2.452 4.299 0.202
H -2.787 3.024 2.141
H 0.670 7.788 0.555
H -5.625 -5.342 3.252
H -1.392 -1.712 -5.691
H 6.065 4.663 1.508
H 5.025 -1.993 1.379
H 11.131 -0.150 1.562
H -2.412 8.628 -1.720
H 9.518 1.276 3.029
H -1.169 -0.482 -3.102
H -4.643 -7.861 -0.749
H -8.062 4.698 0.705
H 2.500 2.233 -0.903
H 3.365 3.075 -2.247
H 6.583 2.715 -0.305
H -8.424 1.660 -1.220
H 6.923 -4.171 -2.097
H 11.374 1.312 0.645
H -10.766 2.428 -0.491
H -5.321 6.460 1.082
H -10.329 2.173 1.973
H 0.935 -4.767 -2.037
H -2.871 -4.821 -4.332
H 5.570 -3.119 -2.495
H -7.731 2.343 2.430
H -3.336 7.751 -0.550
H 1.390 4.075 0.634
H 0.135 -0.061 1.367
H 3.475 -4.448 1.067
H 2.428 -2.881 2.618
H -3.359 -1.228 0.435
H 0.107 4.673 -1.337
H -2.937 4.829 2.374
H -1.356 8.817 1.055
H 0.167 -7.298 -2.212
H -1.755 -4.620 -2.821
H -9.807 3.842 1.813
H 2.433 -3.665 0.052
H 5.589 2.050 1.786
H 3.005 -8.042 -2.091
H 5.436 -5.727 -1.118
H 8.987 -0.483 1.142
H -1.802 6.483 1.265
H -6.084 -5.567 0.901
H -4.413 -5.583 -1.457
H -3.400 1.444 0.206
H 11.719 1.356 3.665
H -5.271 3.116 -1.653
H -5.903 -3.476 1.823
H 1.987 5.736 0.800
H 1.167 6.091 -1.622
H -6.768 6.745 1.953
H 1.830 0.532 -3.887
H -2.735 1.313 -4.172
H 0.156 -0.103 -6.838
H -5.214 4.278 1.888
H 9.441 2.355 1.721
H 2.587 -0.590 -6.204
H -2.514 -4.964 1.812
H 1.655 -1.053 -3.369
H 4.344 -0.445 1.177
H -8.270 3.265 -1.582
H -4.349 -3.531 -1.232
H -1.879 -6.039 -3.785
H 1.934 -8.749 -0.841
H -0.922 3.427 0.578
H -2.966 2.442 -1.186
H -6.311 1.926 -2.236
H 6.041 0.246 -0.263
H 3.760 4.348 0.250
H 0.528 -4.491 1.114
H -0.923 9.646 -0.425
H -5.436 2.282 0.806
H 2.816 1.002 2.374
H -4.391 1.129 -2.832
H -0.301 1.164 -3.380
H 0.072 -4.773 -4.827
H -2.450 5.810 -1.076
H -6.314 -7.268 -3.147
H 4.401 -1.221 -3.869
H 6.909 -1.146 0.309
H -1.346 -4.190 -5.670
H 3.987 2.905 5.732
H 2.791 -2.001 -5.194
H -0.182 0.886 -0.040
H -1.292 -3.090 0.163
H 5.031 0.276 3.203
H 4.105 0.508 -4.389
H -6.076 -3.175 4.429
H 0.193 -2.044 3.172
H -8.101 1.143 1.369
H -5.697 -8.877 -2.682
H -4.771 0.050 -1.464
H 7.789 5.026 1.285
H 3.823 -7.169 0.028
H 7.481 0.430 3.694
H -6.111 -5.301 -1.596
H -2.134 1.148 -6.643
H 1.541 -6.738 -3.154
H 2.472 3.692 3.496
H 4.710 -0.655 -5.606
H -10.064 3.988 -0.278
H 1.720 3.419 -1.977
H 8.480 0.836 0.034
H 5.456 -1.364 3.769
H 0.301 -2.195 -5.982
H -5.705 -4.559 5.302
H -2.477 0.736 -1.012
H 13.127 0.948 2.660
H -6.631 4.728 -0.379
H 0.543 -3.069 -3.661
H 0.625 -2.853 4.545
H 2.262 -7.240 0.629
H 3.360 5.158 -1.222
H -0.393 -3.734 3.272
H -1.107 -2.632 -3.344
H -1.025 -0.597 0.260
H 1.322 1.959 2.142
H 0.439 -5.630 -0.558
H -2.755 -0.113 -4.767
H -4.617 -7.684 -3.144
H 2.059 2.373 4.390
```